[1]
A molecular structure, C29H33MnN4O4P. Source: the OMol25 dataset; level of theory: ωB97M-V/def2-TZVPD.

Last column: Löwdin spin population.
Atoms and positions in Å:
Mn  -0.551  -1.220  0.131  1.013
O  2.575  -4.881  3.386  0.000
C  3.249  -3.751  3.271  0.000
O  4.335  -3.584  3.771  0.000
C  2.611  -2.664  2.478  0.000
C  3.187  -1.432  2.257  0.000
N  2.350  -0.745  1.460  -0.001
N  1.252  -1.441  1.162  -0.005
C  1.397  -2.612  1.764  -0.001
C  0.252  -3.553  1.610  0.001
O  0.324  -4.698  2.068  0.001
O  -0.717  -3.053  0.958  0.006
H  1.692  -4.855  2.909  0.000
H  4.118  -1.027  2.614  0.000
H  2.414  0.217  1.169  0.000
C  -3.241  -2.520  -0.133  0.001
N  -2.474  -1.452  -0.804  -0.002
C  -3.309  -0.249  -0.809  0.000
C  -2.185  -1.819  -2.199  0.000
C  -1.047  -2.810  -2.287  0.002
N  0.187  -2.261  -1.697  0.002
C  1.135  -3.365  -1.488  0.000
C  0.820  -1.298  -2.605  0.003
H  -4.179  -2.703  -0.672  0.000
H  -3.465  -2.199  0.883  0.000
H  -2.660  -3.432  -0.065  0.000
H  -4.239  -0.421  -1.366  0.000
H  -2.749  0.548  -1.283  0.000
H  -3.545  0.038  0.214  0.000
H  -1.918  -0.902  -2.727  0.000
H  -3.081  -2.226  -2.687  0.000
H  -0.881  -3.092  -3.336  0.000
H  -1.293  -3.718  -1.735  0.000
H  1.367  -3.852  -2.443  0.000
H  0.712  -4.104  -0.814  0.000
H  2.060  -2.977  -1.064  0.000
H  1.164  -1.792  -3.523  0.000
H  1.675  -0.840  -2.108  0.001
H  0.124  -0.505  -2.867  0.000
C  -2.075  5.622  -0.993  0.000
C  -2.831  4.482  -1.212  0.000
C  -2.270  3.225  -1.034  0.000
C  -0.941  3.079  -0.640  -0.004
C  -0.192  4.238  -0.427  -0.001
C  -0.753  5.495  -0.596  0.000
P  -0.184  1.418  -0.273  -0.008
C  1.543  1.905  -0.710  0.001
C  2.630  2.161  0.112  0.000
C  3.892  2.417  -0.418  0.000
C  4.079  2.439  -1.788  0.000
C  2.991  2.227  -2.629  0.000
C  1.744  1.959  -2.095  0.000
C  -0.622  1.268  1.482  0.000
C  -0.731  2.280  2.436  -0.001
C  -1.281  1.975  3.669  0.001
C  -1.710  0.673  3.924  -0.001
C  -1.585  -0.323  2.966  0.001
C  -1.032  -0.063  1.706  -0.009
H  -2.513  6.603  -1.131  0.000
H  -3.865  4.567  -1.522  0.000
H  -2.893  2.360  -1.190  0.000
H  0.845  4.163  -0.126  0.000
H  -0.151  6.377  -0.417  0.000
H  2.510  2.241  1.190  0.000
H  4.719  2.619  0.250  0.000
H  5.059  2.635  -2.202  0.000
H  3.117  2.267  -3.703  0.000
H  0.903  1.799  -2.762  0.000
H  -0.421  3.295  2.215  0.000
H  -1.389  2.742  4.425  0.000
H  -2.145  0.439  4.890  0.000
H  -1.911  -1.330  3.211  0.000

The total charge is 0. Its expectation value of S² is 0.7974. Its spin multiplicity is 2. The value obtained for the total energy is -3137.22626 a.u. As for the frontier orbital gap (spin up / spin down): 0.301 / 0.281 Ha. The calculation puts the energy above the lowest of the compared OMol25 structures with the same formula, charge and spin at 0.0 kcal/mol. The calculation puts the HOMO energy (spin up / spin down) at -0.2887 / -0.2685 Eh. The value obtained for the molar mass is 587.5 u.

[2]
CH4O2S2 in the gas phase. Source: the OMol25 dataset; level of theory: ωB97M-V/def2-TZVPD.

Last column: natural (NBO) charge in e.
Atoms and positions in Å:
C  -1.225  0.484  0.127  -0.857
O  1.349  -0.019  -1.442  -0.928
O  2.571  -0.488  0.643  -0.912
S  0.101  0.877  1.172  0.111
S  1.327  -0.286  -0.063  1.851
H  -0.941  0.383  -0.989  0.268
H  -2.227  1.011  0.388  0.266
H  -1.582  -0.501  0.359  0.220
H  0.628  -1.460  -0.194  -0.019

The total charge is 0. Its spin multiplicity is 1. The value obtained for the total energy is -987.28228 a.u. As for the frontier orbital gap: 0.378 Ha. The calculation puts the energy above the lowest of the compared OMol25 structures with the same formula, charge and spin at 42.1 kcal/mol. The calculation puts the HOMO energy at -0.3760 Eh. The value obtained for the molar mass is 112.2 u.

[3]
A molecular structure, C39H36EuF3I2N6O2S3. Source: the OMol25 dataset; level of theory: ωB97M-V/def2-TZVPD.

Last column: Löwdin spin population.
Atoms and positions in Å:
Eu  -2.184  0.814  -2.221  7.026
I  -5.730  1.894  -2.711  -0.001
C  -6.810  0.168  -2.310  0.000
I  -5.857  -1.295  -1.175  0.001
H  -6.964  -0.331  -3.217  0.000
H  -7.762  0.423  -1.798  0.000
N  -0.037  -0.245  -1.891  -0.012
S  1.377  -0.325  -1.402  0.001
N  1.780  -0.904  0.057  0.000
S  1.296  -0.226  1.395  0.000
N  0.033  0.679  1.623  0.001
S  -1.627  0.425  1.395  0.002
N  -2.255  0.899  0.181  -0.011
C  -2.230  1.251  2.831  0.000
C  -1.534  1.611  4.022  0.000
C  -2.171  2.363  4.987  0.000
C  -3.501  2.768  4.788  0.000
C  -4.191  2.384  3.629  0.000
C  -3.571  1.613  2.657  0.000
C  -1.742  -1.331  1.654  0.001
C  -1.998  -1.887  2.884  0.000
C  -2.218  -3.237  3.048  0.000
C  -2.126  -4.018  1.878  0.000
C  -1.662  -3.532  0.623  0.000
C  -1.545  -2.166  0.515  0.001
C  2.588  0.798  2.113  0.000
C  3.817  0.163  2.340  0.000
C  4.925  0.878  2.837  0.000
C  4.812  2.203  2.968  0.000
C  3.664  2.892  2.670  0.000
C  2.528  2.204  2.296  0.000
C  1.374  -1.678  2.518  0.000
C  1.161  -1.340  3.878  0.000
C  1.359  -2.350  4.812  0.000
C  1.724  -3.666  4.401  0.000
C  1.972  -3.904  3.093  0.000
C  1.757  -2.924  2.113  0.000
C  2.353  -1.382  -2.390  0.000
C  1.853  -1.610  -3.687  0.000
C  2.611  -2.310  -4.610  0.000
C  3.891  -2.747  -4.271  0.000
C  4.346  -2.594  -2.939  0.000
C  3.558  -1.886  -2.021  0.000
C  2.203  1.279  -1.470  0.001
C  1.338  2.371  -1.554  0.002
C  1.863  3.627  -1.753  0.000
C  3.220  3.835  -2.032  0.000
C  4.054  2.746  -1.889  0.000
C  3.553  1.463  -1.575  0.000
H  -0.498  1.395  4.123  0.000
H  -1.604  2.602  5.886  0.000
H  -3.956  3.486  5.442  0.000
H  -5.201  2.729  3.400  0.000
H  -4.146  1.305  1.827  0.000
H  -2.007  -1.217  3.820  0.000
H  -2.455  -3.676  4.008  0.000
H  -2.201  -5.088  1.839  0.000
H  -1.428  -4.138  -0.225  0.000
H  -1.184  -1.732  -0.406  0.001
H  3.856  -0.883  2.212  0.000
H  5.783  0.232  3.069  0.000
H  5.669  2.812  3.291  0.000
H  3.584  3.955  2.773  0.000
H  1.559  2.709  2.067  0.000
H  0.854  -0.303  4.132  0.000
H  1.282  -2.182  5.923  0.000
H  1.828  -4.424  5.177  0.000
H  2.331  -4.860  2.754  0.000
H  2.027  -3.054  1.057  0.000
H  0.876  -1.187  -3.938  0.000
H  2.155  -2.503  -5.563  0.000
H  4.555  -3.250  -4.962  0.000
H  5.260  -3.055  -2.618  0.000
H  3.963  -1.787  -0.957  0.000
H  0.297  2.211  -1.485  0.002
H  1.222  4.489  -1.725  0.000
H  3.572  4.838  -2.382  0.000
H  5.129  2.900  -2.184  0.000
H  4.271  0.678  -1.443  0.000
N  -2.721  3.743  -3.298  0.001
N  -1.666  2.870  -3.874  -0.007
H  -3.182  4.399  -3.968  0.000
H  -2.279  4.340  -2.560  0.000
H  -0.923  3.473  -4.174  0.000
H  -2.067  2.369  -4.648  0.000
F  -4.432  -2.664  -5.405  0.000
C  -3.860  -1.603  -6.068  0.000
F  -4.721  -1.215  -7.004  0.000
F  -2.757  -1.962  -6.739  0.000
C  -3.507  -0.486  -5.044  0.000
O  -2.791  -0.788  -4.038  -0.010
O  -3.782  0.657  -5.385  0.001

The total charge is +1. Its expectation value of S² is 15.7592. Its spin multiplicity is 8. The value obtained for the total energy is -4786.20013 a.u. As for the frontier orbital gap (spin up / spin down): 0.243 / 0.315 Ha. The calculation puts the energy above the lowest of the compared OMol25 structures with the same formula, charge and spin at 39.2 kcal/mol. The calculation puts the HOMO energy (spin up / spin down) at -0.3323 / -0.4035 Eh. The value obtained for the molar mass is 1179.7 u.

[4]
A gas-phase ion, C4H6IN2 (charge +1). Source: the OMol25 dataset; level of theory: ωB97M-V/def2-TZVPD.

Last column: natural (NBO) charge in e.
Atoms and positions in Å:
C  1.783  -2.628  -1.016  -0.169
C  0.840  -1.930  -0.713  0.084
C  0.629  0.412  0.227  0.368
C  -1.554  1.267  0.670  -0.452
N  -0.109  1.412  0.541  -0.540
N  -0.009  -0.936  -0.381  -0.624
I  2.651  0.736  0.435  0.425
H  2.497  -3.404  -1.310  0.274
H  -1.782  0.213  0.843  0.230
H  -2.069  1.897  1.375  0.262
H  -2.022  1.495  -0.349  0.229
H  0.097  2.397  0.456  0.463
H  -0.952  -0.932  -0.776  0.448

The total charge is +1. Its spin multiplicity is 1. The value obtained for the total energy is -562.83138 a.u. As for the frontier orbital gap: 0.307 Ha. The calculation puts the energy above the lowest of the compared OMol25 structures with the same formula, charge and spin at 87.1 kcal/mol. The calculation puts the HOMO energy at -0.4891 Eh. The value obtained for the molar mass is 209.0 u.

Which of these has the highest molar mass? C39H36EuF3I2N6O2S3

What did the second record say?
CH4O2S2 in the gas phase. Source: the OMol25 dataset; level of theory: ωB97M-V/def2-TZVPD.

Last column: natural (NBO) charge in e.
Atoms and positions in Å:
C  -1.225  0.484  0.127  -0.857
O  1.349  -0.019  -1.442  -0.928
O  2.571  -0.488  0.643  -0.912
S  0.101  0.877  1.172  0.111
S  1.327  -0.286  -0.063  1.851
H  -0.941  0.383  -0.989  0.268
H  -2.227  1.011  0.388  0.266
H  -1.582  -0.501  0.359  0.220
H  0.628  -1.460  -0.194  -0.019

The total charge is 0. Its spin multiplicity is 1. The value obtained for the total energy is -987.28228 a.u. As for the frontier orbital gap: 0.378 Ha. The calculation puts the energy above the lowest of the compared OMol25 structures with the same formula, charge and spin at 42.1 kcal/mol. The calculation puts the HOMO energy at -0.3760 Eh. The value obtained for the molar mass is 112.2 u.